<i>
Entry from the OMol25 dataset: a cluster of 16 separate species, C6H42O15 in total (ωB97M-V/def2-TZVPD).

Each line ends with the Löwdin charge.
Cartesian coordinates (Å):
H1 -3.42133 -1.40786 -0.74605  0.06
O1 -2.16067 1.73722 1.08303  -0.07
H2 -3.40112 -3.29092 1.46578  0.02
O2 2.24741 0.67335 1.12717  -0.13
H3 1.63809 0.36313 -2.79470  0.08
H4 -1.18523 -2.11241 -3.45858  0.13
H5 0.56571 -2.39677 0.37438  0.11
H6 -3.30128 -1.80860 1.48223  0.03
H7 4.75674 1.50392 -0.73842  0.12
H8 2.87976 -1.15755 -2.60376  -0.10
H9 0.57400 0.38142 1.17244  0.01
H10 -3.14077 -2.15137 -1.90801  -0.05
H11 -2.97912 2.31067 -2.16975  -0.03
H12 -4.33968 1.36318 2.10165  0.07
O3 0.44079 2.71608 3.02445  -0.05
O4 -3.86329 0.82907 2.76770  -0.11
H13 2.89855 1.33240 0.67390  0.08
O5 2.57361 3.43353 1.34521  -0.10
H14 2.00728 -2.04820 -0.69988  0.10
H15 1.67338 -0.03215 -0.96788  0.06
H16 2.13263 3.40524 2.20134  0.00
O6 -0.28344 0.01401 1.45721  -0.09
H17 2.06398 4.02952 0.70176  0.09
H18 4.90161 0.36816 -1.80808  0.04
H19 0.18569 1.71191 -0.46930  0.08
O7 -3.34432 -1.29028 -1.75871  -0.05
O8 3.11489 -1.27076 2.68301  0.10
H20 3.88940 -1.52552 2.30653  0.02
C1 -0.16414 -0.39803 -1.79394  -0.18
O9 4.96022 0.43834 -0.81736  -0.14
H21 -0.51475 2.84292 3.16837  0.05
O10 -2.81676 2.81472 -1.47503  0.02
H22 -1.33894 1.49521 1.43635  -0.04
H23 -2.07228 2.07384 0.14171  0.05
H24 1.04836 -3.61020 -0.90213  0.09
H25 -1.61185 0.13032 4.31976  0.13
H26 -2.79047 1.12969 4.13846  0.02
H27 -1.41941 -2.29586 3.03953  -0.06
H28 1.72690 2.46609 -1.00112  0.02
H29 -3.22319 0.67688 2.01504  0.02
H30 -0.79443 0.00825 -0.96894  0.09
H31 0.32864 2.48350 -2.20626  0.10
H32 3.06210 -1.54193 3.47125  -0.06
H33 2.45718 -2.53620 -3.16524  0.08
H34 -0.62141 -0.36155 0.60728  0.05
H35 -2.97074 3.76061 -1.62480  0.08
C2 0.02576 -1.85590 -1.69989  -0.45
H36 -0.32094 -1.42606 -4.09094  -0.09
O11 -3.68410 -2.55673 0.94821  -0.08
H37 -1.30387 -1.26401 2.00012  -0.05
H38 -0.81645 -0.01191 -2.87767  0.20
C3 0.94549 -2.50166 -0.74164  -0.06
O12 -1.79242 1.21405 4.19164  -0.16
H39 -0.68001 -3.77518 -2.41645  0.11
C4 0.89560 1.92725 -1.37653  -0.06
H40 2.45210 0.59098 2.10319  0.07
O13 3.15268 -1.83384 -3.10248  -0.01
O14 0.20125 -1.01546 -4.77461  -0.08
H41 0.85986 -0.66589 -4.10590  0.03
H42 0.82931 2.16837 3.69496  0.04
O15 -1.64385 -2.03347 2.29374  0.09
C5 1.18538 0.41710 -1.82073  -0.23
C6 -0.67411 -2.63466 -2.45264  0.01

=====

<ii>
Entry from the OMol25 dataset: a cluster of 16 separate species, C6H42O15 in total (ωB97M-V/def2-TZVPD).

Each line ends with the Löwdin charge.
Cartesian coordinates (Å):
H1 -1.04683 -1.68835 -2.17853  0.10
O1 3.04925 1.10219 -2.97745  -0.11
H2 2.39115 2.56578 0.16598  -0.01
H3 2.51365 2.76502 2.25071  0.03
H4 4.79868 -0.07141 -1.87531  0.12
O2 -3.14800 2.08437 -0.46024  -0.06
H5 2.75055 -0.96027 2.41631  0.04
H6 -1.64506 0.11105 -2.18448  0.07
H7 -0.33107 3.10174 -1.06302  0.11
H8 1.49891 -2.58418 -2.84654  0.07
H9 -0.32167 0.16264 -3.14251  -0.04
O3 -0.20152 2.11673 -1.03902  -0.12
H10 -3.45446 -2.22348 1.00083  0.10
H11 -0.60544 -2.84534 -0.40912  -0.04
H12 0.38036 0.05961 1.53195  0.12
H13 -2.11418 1.04134 2.18291  0.07
H14 -4.57175 -1.63192 -1.01672  -0.04
O4 -0.20936 -2.03215 2.94864  -0.06
O5 2.01086 2.32784 1.66434  0.01
H15 -0.75092 -2.18754 2.20851  -0.02
H16 -4.57353 -0.13048 -0.87248  0.11
O6 2.10877 -0.60668 3.04002  -0.07
O7 -0.91017 -3.68744 -0.08833  -0.06
O8 -0.43307 3.23206 1.61438  -0.02
H17 0.57180 -3.48917 -3.77168  0.09
H18 2.58343 -2.05482 -1.05083  0.10
H19 -3.44114 2.93283 -0.11840  0.05
H20 1.27593 -1.08071 2.87396  -0.02
O9 0.65310 -3.15226 -2.81986  -0.11
H21 -2.80940 -0.14714 1.16263  0.10
H22 1.62904 2.90776 -0.90048  -0.03
H23 0.84499 1.16798 -3.51045  0.03
O10 2.53349 2.79323 -0.77151  -0.05
H24 -0.72785 0.77714 3.53833  0.02
H25 -1.11740 -4.16297 -0.93271  0.06
H26 -2.91551 -3.20312 1.98576  0.02
C1 -0.42824 -0.36223 -0.41990  -0.23
H27 -1.86500 -0.58850 2.58181  0.07
H28 1.34460 0.73418 -0.87476  0.06
C2 -1.47132 -0.81548 -1.53668  -0.04
C3 1.01235 -0.29320 -1.03370  -0.22
H29 4.26710 1.22755 -1.14670  -0.02
H30 0.43892 3.04788 1.32890  -0.04
H31 -0.99819 2.51844 1.39459  -0.03
H32 -0.79246 -1.54877 3.62408  0.09
O11 -2.77835 -2.31512 1.78915  -0.08
H33 1.89573 1.42435 2.08531  0.10
H34 2.84611 1.40659 -2.04556  0.00
C4 -1.81790 0.13565 1.68414  -0.17
H35 -1.33305 1.46427 4.84859  0.08
H36 2.51137 -0.98148 0.35139  0.01
C5 1.94476 -1.35030 -0.42461  -0.08
O12 -0.06076 0.86715 -3.73113  -0.06
C6 -0.64254 -0.00607 0.92108  -0.14
O13 -4.53458 -1.03368 -0.37619  -0.04
H37 -2.20645 1.98782 -0.76328  0.02
H38 1.04875 -0.54762 -2.14700  0.09
H39 1.23268 -2.02686 0.19299  0.10
H40 -2.49924 -1.00184 -1.18440  0.04
O14 -1.17649 0.60246 4.39194  -0.08
O15 4.90148 0.50084 -0.95581  -0.14
H41 3.51222 1.95738 -3.25043  0.10
H42 -0.61710 1.68669 -1.85944  0.07

=====

In terms of stability, <ii> leads; the second structure lies 250.2 kJ/mol higher.